Model P:
The following is a quantum chemistry calculation of 7 unconnected molecules or ions with the total composition H14O7, from the Open Molecules 2025 dataset.

Last column: natural (NBO) charge in e.
Positions of all 21 atoms, in Å:
H -0.804 -0.084 -1.781  0.4684
H 0.630 0.427 -1.450  0.4639
H 2.430 3.016 -0.208  0.4631
H 1.227 3.867 -0.084  0.4656
H 2.942 0.832 1.792  0.4736
H 4.301 -0.078 1.511  0.4878
H 2.218 -1.690 -0.372  0.4824
H 2.684 -2.344 -1.507  0.4492
H -0.771 -3.026 0.309  0.4762
H 0.620 -3.262 -0.207  0.4527
H -4.884 1.160 -0.778  0.4599
H -3.979 0.358 -1.639  0.4558
H -3.618 -0.425 2.267  0.4482
H -3.583 0.890 1.725  0.4596
O -0.110 0.024 -1.047  -0.9325
O 2.142 3.939 -0.287  -0.9287
O 3.333 -0.039 1.830  -0.9611
O 2.979 -1.637 -0.992  -0.9320
O 0.083 -2.599 0.108  -0.9288
O -4.031 0.678 -0.676  -0.9139
O -3.807 -0.008 1.485  -0.9095

Computed properties:
Total charge: 0
HOMO, eV: -10.98
LUMO energy, eV: 0.386
SMILES: O.O.O.O.O.O.O

---

Model Q:
The following is a quantum chemistry calculation of 7 unconnected molecules or ions with the total composition H14O7, from the Open Molecules 2025 dataset.

Last column: natural (NBO) charge in e.
Positions of all 21 atoms, in Å:
O -30.517 -13.396 -11.246  -0.9572
H -30.725 -13.445 -12.173  0.4879
H -31.269 -13.872 -10.890  0.4633
O -31.023 -14.925 -15.218  -0.9433
H -30.927 -14.543 -16.113  0.4739
H -30.364 -15.589 -15.200  0.4865
O -30.937 -10.510 -11.222  -0.9751
H -30.623 -11.390 -11.439  0.5020
H -30.721 -10.379 -10.313  0.4734
O -31.105 -12.560 -13.731  -0.9628
H -30.338 -12.187 -14.168  0.4761
H -31.295 -13.318 -14.301  0.5035
O -27.703 -13.225 -13.326  -0.9827
H -26.770 -13.294 -13.110  0.4753
H -27.914 -12.735 -14.170  0.4941
O -32.428 -10.288 -13.389  -0.9821
H -31.933 -10.998 -13.779  0.4646
H -31.837 -9.940 -12.719  0.4870
O -28.677 -11.647 -15.484  -0.9601
H -28.034 -11.508 -16.182  0.4916
H -29.525 -11.474 -15.885  0.4841

Computed properties:
Total charge: 0
HOMO, eV: -9.67
LUMO energy, eV: -0.214
SMILES: O.O.O.O.O.O.O

---

model Q is favored, and the nearest alternative lies 39.0 kcal/mol above it.

---

Model P:
The following is a quantum chemistry calculation of 7 unconnected molecules or ions with the total composition H14O7, from the Open Molecules 2025 dataset.

Last column: natural (NBO) charge in e.
Positions of all 21 atoms, in Å:
O 1.468 2.341 0.272  -1.0412
H 1.223 3.097 -0.422  0.5308
H 2.321 1.713 0.244  0.5238
O 0.950 -1.872 2.065  -0.9731
H 0.485 -2.220 1.256  0.4869
H 1.253 -2.576 2.586  0.4660
O 1.949 -0.349 -2.042  -0.9685
H 2.772 -0.652 -1.609  0.4595
H 1.294 -0.183 -1.354  0.4857
O -2.129 1.998 1.211  -0.9145
H -1.493 2.380 0.834  0.4488
H -1.890 1.661 2.073  0.4667
O -0.118 0.033 -0.260  -0.9744
H 0.307 0.749 0.154  0.5050
H -0.484 -0.577 0.329  0.5070
O -1.212 -2.531 0.523  -0.9749
H -1.064 -2.830 -0.435  0.5035
H -1.327 -3.295 1.125  0.4973
O -1.415 1.333 -2.233  -1.0335
H -2.109 0.891 -2.737  0.4865
H -0.791 0.897 -1.572  0.5126

Computed properties:
Total charge: 0
HOMO, eV: -10.20
LUMO energy, eV: 0.049
SMILES: O.O.O.O.O.O.O

---

Model Q:
The following is a quantum chemistry calculation of 7 unconnected molecules or ions with the total composition H14O7, from the Open Molecules 2025 dataset.

Last column: natural (NBO) charge in e.
Positions of all 21 atoms, in Å:
O -0.876 0.795 0.382  -0.9573
H -1.322 -0.030 0.182  0.4811
H -1.150 1.008 1.270  0.5071
O 1.547 0.862 1.527  -0.9696
H 1.989 1.391 0.891  0.4656
H 0.787 0.578 0.957  0.4746
O 1.259 1.532 -1.348  -0.9537
H 0.525 1.128 -0.922  0.4749
H 1.858 0.783 -1.472  0.4741
O -1.173 -2.583 -0.843  -0.9520
H -1.086 -3.090 -0.030  0.4936
H -0.866 -3.174 -1.506  0.4874
O -0.684 2.421 3.202  -0.9544
H -0.253 2.970 2.582  0.4784
H -0.640 2.838 4.066  0.4773
O 1.425 -1.691 -0.287  -0.9709
H 0.524 -1.950 -0.577  0.4744
H 1.882 -2.451 0.085  0.4720
O -1.031 -0.488 -3.003  -0.9562
H -1.150 -1.150 -2.307  0.4729
H -1.565 0.299 -2.848  0.4804

Computed properties:
Total charge: 0
HOMO, eV: -10.12
LUMO energy, eV: -0.144
SMILES: O.O.O.O.O.O.O

---

model Q is favored, and the nearest alternative lies 35.4 kcal/mol above it.

---

Model P:
The following is a quantum chemistry calculation of a molecular structure, C27H51AuN2OP3Se, from the Open Molecules 2025 dataset.

Last column: Löwdin charge in e.
Positions of all 86 atoms, in Å:
Au -1.524 -0.427 -0.899  0.6434
P -0.719 1.336 -2.274  0.6900
P 0.822 1.284 0.813  0.7636
P -2.589 0.374 1.063  0.7060
H -3.839 -5.667 -2.486  0.0603
C -4.394 -4.728 -2.443  -0.0286
C -3.736 -3.504 -2.313  -0.1042
H -2.639 -3.399 -2.151  0.0198
C 0.738 1.082 -3.364  -0.2188
C -0.298 3.060 -1.869  -0.2379
C -2.078 1.593 -3.421  -0.2643
C 1.440 0.296 2.246  -0.2900
C 2.488 1.786 0.120  -0.2612
C 0.493 2.883 1.693  -0.2868
C -4.083 -0.634 0.855  -0.2487
C -3.026 2.144 1.016  -0.2044
C -2.091 0.278 2.799  -0.2231
H -5.473 -4.807 -2.584  0.0653
H -4.273 -2.571 -2.592  0.0460
H 0.615 0.246 -4.053  0.0562
H 1.627 0.881 -2.749  0.0313
H 0.941 1.988 -3.960  0.0843
H 0.683 3.226 -1.401  0.0426
H -1.057 3.586 -1.294  0.0555
H -0.256 3.521 -2.868  0.0752
H -2.284 0.706 -4.028  0.0642
H -1.841 2.431 -4.092  0.0786
H -3.001 1.832 -2.889  0.0508
H 2.129 0.898 2.857  0.0697
H 1.983 -0.573 1.857  0.0012
H 0.629 -0.084 2.885  0.0019
H 2.896 2.689 0.602  0.0665
H 2.414 1.980 -0.959  0.0144
H 3.220 0.982 0.267  0.0189
H 1.441 3.084 2.215  0.0523
H -0.329 2.819 2.421  0.0222
H 0.281 3.694 0.975  0.0455
H -4.793 -0.355 1.636  0.0727
H -3.849 -1.707 0.900  0.0485
H -4.507 -0.427 -0.135  0.0572
H -3.869 2.193 1.716  0.0795
H -3.330 2.497 0.020  0.0602
H -2.212 2.788 1.382  0.0419
H -3.002 0.418 3.394  0.0864
H -1.405 1.088 3.074  0.0433
H -1.631 -0.669 3.089  0.0303
C -0.742 -4.401 2.239  -0.5681
C -1.052 -4.504 0.866  -0.0604
C -2.330 -4.982 0.463  -0.0251
C -3.209 -5.533 1.419  0.0178
C -2.862 -5.484 2.784  -0.0152
C -1.665 -4.896 3.176  -0.1113
Se 0.688 -3.408 2.977  1.1801
H -0.408 -2.713 3.699  -0.0674
H -0.309 -4.148 0.139  0.1118
H -2.703 -4.938 -0.574  0.0654
H -4.163 -6.020 1.128  0.1470
H -3.521 -5.919 3.557  0.1435
H -1.479 -4.789 4.255  0.1244
C 7.180 0.745 0.830  -0.0776
C 7.070 -0.560 0.077  -0.1917
N 5.781 -0.671 -0.620  -0.0570
C 5.528 0.361 -1.641  -0.2104
C 5.989 0.006 -3.055  -0.0462
C 5.260 -1.941 -0.726  -0.4135
O 5.790 -2.951 -0.259  0.0905
C 3.925 -2.013 -1.420  -0.1104
C 3.695 -2.812 -2.560  0.0319
C 2.400 -2.827 -3.073  -0.0233
C 1.393 -2.109 -2.404  -0.1956
N 1.602 -1.461 -1.256  0.0222
C 2.839 -1.442 -0.750  -0.1137
H 7.129 1.582 0.122  0.0630
H 8.151 0.793 1.331  0.0912
H 6.405 0.878 1.593  0.0782
H 7.854 -0.562 -0.696  0.1356
H 7.190 -1.438 0.721  0.1265
H 4.445 0.524 -1.707  0.0850
H 5.968 1.299 -1.274  0.1079
H 5.319 -0.771 -3.451  0.0633
H 5.919 0.904 -3.689  0.0892
H 7.033 -0.343 -3.100  0.0931
H 4.535 -3.400 -2.959  0.1509
H 2.145 -3.380 -3.987  0.1246
H 0.373 -2.051 -2.815  0.0834
H 2.967 -0.994 0.234  0.0823

Computed properties:
Total charge: +3
HOMO (alpha / beta), eV: -15.15 / -15.15
LUMO energy (alpha / beta), eV: -9.644 / -12.173
Expectation value of S²: 2.023
2S+1: 3

---

Model Q:
The following is a quantum chemistry calculation of a molecular structure, C27H51AuN2OP3Se, from the Open Molecules 2025 dataset.

Last column: Löwdin charge in e.
Positions of all 86 atoms, in Å:
Au -0.357 -1.266 -1.615  0.5117
P -1.631 -2.798 -0.350  0.6790
P 1.486 -1.287 0.862  0.9177
P 1.452 -1.851 -2.957  0.6677
H -2.821 0.732 -4.976  0.0629
C -2.593 -0.328 -4.823  -0.0091
C -1.953 -0.731 -3.720  -0.1764
H -1.632 0.051 -2.998  0.0076
C -2.722 -2.024 0.874  -0.2528
C -0.521 -3.934 0.544  -0.2576
C -2.729 -3.944 -1.246  -0.2356
C 2.582 0.185 0.803  -0.2602
C 0.879 -1.197 2.610  -0.2196
C 2.778 -2.595 1.070  -0.2318
C 1.314 -1.788 -4.755  -0.2346
C 1.745 -3.587 -2.487  -0.2361
C 2.917 -0.859 -2.612  -0.2637
H -2.950 -1.039 -5.577  0.0819
H -1.790 -1.803 -3.565  0.0274
H -3.570 -1.570 0.346  0.0604
H -2.171 -1.232 1.403  0.0174
H -3.105 -2.761 1.598  0.0752
H -0.017 -3.425 1.376  0.0054
H 0.229 -4.337 -0.147  0.0348
H -1.118 -4.761 0.944  0.0748
H -3.554 -3.389 -1.718  0.0623
H -3.155 -4.674 -0.532  0.0771
H -2.178 -4.493 -2.024  0.0552
H 3.246 0.220 1.680  0.0887
H 1.961 1.087 0.778  -0.0031
H 3.188 0.168 -0.112  0.0080
H 1.496 -1.803 3.289  0.0803
H -0.156 -1.561 2.652  0.0342
H 0.901 -0.160 2.969  0.0337
H 3.379 -2.332 1.951  0.0763
H 3.423 -2.643 0.183  0.0434
H 2.312 -3.579 1.229  0.0544
H 2.266 -2.139 -5.191  0.0750
H 1.122 -0.757 -5.083  0.0494
H 0.500 -2.429 -5.110  0.0623
H 2.483 -4.037 -3.168  0.0761
H 0.798 -4.140 -2.569  0.0498
H 2.106 -3.675 -1.456  0.0221
H 3.665 -1.013 -3.399  0.0714
H 3.367 -1.117 -1.648  0.0205
H 2.633 0.200 -2.598  0.0136
C 1.845 3.132 -3.016  -0.5574
C 0.497 2.742 -3.076  -0.0915
C -0.111 2.534 -4.311  -0.0382
C 0.599 2.729 -5.501  0.0112
C 1.892 3.275 -5.449  -0.0033
C 2.495 3.510 -4.207  -0.0634
Se 2.767 3.168 -1.356  1.1899
H 3.802 2.188 -1.784  -0.0576
H -0.057 2.560 -2.155  0.1027
H -1.150 2.202 -4.331  0.1024
H 0.149 2.445 -6.453  0.1377
H 2.416 3.513 -6.382  0.1402
H 3.494 3.951 -4.120  0.1277
C 1.241 2.028 6.350  -0.0787
C 0.243 2.904 5.621  -0.2111
N -0.401 2.224 4.490  -0.0653
C -1.136 0.975 4.811  -0.2117
C -2.586 1.169 5.233  -0.0456
C -0.994 3.104 3.583  -0.4142
O -1.028 4.321 3.737  0.1151
C -1.538 2.443 2.349  -0.1132
C -2.827 2.709 1.874  0.0375
C -3.243 2.031 0.727  -0.0099
C -2.325 1.205 0.061  -0.1851
N -1.065 1.025 0.471  0.0208
C -0.671 1.664 1.578  -0.1163
H 0.750 1.189 6.850  0.0670
H 1.740 2.640 7.108  0.0914
H 2.012 1.648 5.670  0.0753
H -0.538 3.237 6.328  0.1370
H 0.742 3.798 5.227  0.1278
H -1.113 0.337 3.919  0.0795
H -0.573 0.453 5.592  0.1091
H -3.214 1.482 4.388  0.0691
H -2.975 0.214 5.608  0.0894
H -2.669 1.905 6.044  0.0956
H -3.466 3.409 2.407  0.1455
H -4.252 2.118 0.337  0.1217
H -2.634 0.657 -0.832  0.0816
H 0.378 1.575 1.883  0.0898

Computed properties:
Total charge: +3
HOMO (alpha / beta), eV: -15.43 / -15.43
LUMO energy (alpha / beta), eV: -8.050 / -12.422
Expectation value of S²: 2.023
2S+1: 3

---

model Q is favored, and the nearest alternative lies 41.1 kcal/mol above it.